[1]
C28H28MnN2Si | wB97M-V/def2-TZVPD

Structure (XYZ):
```
60
Properties=species:S:1:pos:R:3:nbo_charge:R:1
C 0.50 1.29 0.94 -0.312
C -0.60 1.62 0.05 -0.333
C -1.83 1.44 0.78 -0.345
H -0.51 2.03 -0.95 0.279
C -1.50 1.02 2.11 -0.316
C -0.07 0.94 2.22 -0.350
H 0.48 0.71 3.14 0.255
H 1.56 1.41 0.72 0.258
H -2.83 1.68 0.42 0.256
H -2.22 0.87 2.92 0.255
Mn -0.76 -0.41 0.69 1.302
C -0.50 -0.96 -2.15 -1.021
H -1.32 -0.35 -1.75 0.169
H 0.37 -1.22 -1.56 0.186
H -0.80 -1.78 -2.81 0.206
Si 0.61 0.34 -4.06 1.174
C 1.97 -0.93 -4.42 -0.457
C 3.07 -0.38 -5.10 -0.199
H 3.02 0.66 -5.43 0.222
C 4.21 -1.13 -5.40 -0.222
H 5.01 -0.68 -5.99 0.211
C 4.29 -2.45 -4.95 -0.220
H 5.18 -3.03 -5.20 0.209
C 3.25 -2.99 -4.19 -0.237
H 3.33 -4.00 -3.79 0.204
C 2.09 -2.23 -3.92 -0.142
H 1.30 -2.65 -3.31 0.205
C -1.11 0.63 -4.80 -0.418
C -1.08 1.22 -6.09 -0.185
H -0.27 0.96 -6.78 0.215
C -2.04 2.15 -6.47 -0.231
H -1.93 2.69 -7.40 0.211
C -3.13 2.41 -5.63 -0.219
H -3.81 3.24 -5.83 0.208
C -3.33 1.62 -4.49 -0.223
H -4.22 1.74 -3.88 0.204
C -2.33 0.70 -4.10 -0.205
H -2.52 0.06 -3.25 0.214
H 0.91 0.89 -2.71 -0.198
H 1.16 1.40 -4.90 -0.253
C -4.17 -2.73 1.54 -0.299
C -3.57 -3.91 2.01 -0.172
C -2.18 -4.05 1.94 -0.202
C -1.40 -2.99 1.47 0.111
N -2.01 -1.81 1.11 -0.595
C -3.36 -1.70 1.08 0.087
C 0.01 -3.05 1.15 0.124
C 0.76 -4.22 1.01 -0.191
C 1.98 -4.20 0.33 -0.186
C 2.47 -2.97 -0.11 -0.276
C 1.78 -1.80 0.21 0.071
N 0.54 -1.83 0.77 -0.600
H -5.25 -2.61 1.52 0.227
H -4.18 -4.73 2.40 0.224
H -1.67 -4.97 2.23 0.220
H -3.75 -0.75 0.72 0.205
H 0.33 -5.13 1.41 0.217
H 2.52 -5.13 0.14 0.226
H 3.36 -2.92 -0.72 0.235
H 2.16 -0.81 -0.06 0.215
```

Calculated values
Charge ... 0
Maximum force ... 2.38 eV Å⁻¹
Energy relative to the best compared isomer or geometry (same formula, charge and spin) ... 74.4 kcal/mol
HOMO (spin up / spin down) ... -5.5606 / -5.6038 eV
Gap between HOMO and LUMO (spin up / spin down) ... 0.179 / 0.175 Eh
E_LUMO (spin up / spin down) ... -0.68 / -0.84 eV
Multiplicity ... 6

***

[2]
C28H28N5O2S4Se2Te2Tm | wB97M-V/def2-TZVPD

Structure (XYZ):
```
72
Properties=species:S:1:pos:R:3:mulliken_spin:R:1
Tm 1.06 -1.52 -0.51 2.024
C -1.72 -3.63 1.68 0.000
C -1.03 -2.31 1.67 -0.005
N 0.31 -2.19 1.65 0.002
N 0.79 -1.34 2.62 -0.002
C 2.08 -1.14 2.52 0.000
S 3.13 -1.59 1.22 -0.002
S 2.69 0.12 3.70 0.000
C 1.11 0.62 4.43 0.000
C 1.29 1.81 5.35 0.000
C 2.11 2.89 5.02 0.000
C 2.33 3.91 5.95 0.000
C 1.71 3.87 7.21 0.000
C 0.81 2.84 7.49 0.000
C 0.61 1.81 6.59 0.000
C -1.81 -1.04 1.68 0.000
C -3.13 -0.97 2.21 -0.002
C -3.75 0.23 2.46 0.001
C -2.99 1.41 2.28 -0.001
C -1.80 1.37 1.61 0.001
C -1.18 0.16 1.15 -0.003
O -0.27 0.15 0.17 -0.009
H -0.97 -4.42 1.41 0.000
H -2.49 -3.65 0.85 0.000
H -2.20 -3.89 2.62 0.000
H 0.76 -0.23 5.02 0.000
H 0.44 0.89 3.59 0.000
H 2.58 2.94 4.04 0.000
H 3.03 4.69 5.69 0.000
H 1.94 4.67 7.92 0.000
H 0.29 2.78 8.45 0.000
H -0.06 0.97 6.84 0.000
H -3.67 -1.88 2.43 0.000
H -4.75 0.30 2.87 0.000
H -3.39 2.37 2.60 0.000
H -1.32 2.26 1.28 0.000
Se 2.65 -4.89 0.75 -0.002
Te 2.39 -6.91 -0.79 -0.001
Te 4.05 -5.29 -3.20 0.002
Se 4.17 -3.15 -1.89 -0.001
N 0.19 -3.94 -2.44 0.003
C -0.62 -4.42 -3.42 0.000
C -1.57 -3.43 -3.73 0.000
C -1.29 -2.38 -2.81 0.000
N -0.20 -2.69 -2.05 -0.005
H 0.97 -4.43 -1.98 0.000
H -0.53 -5.41 -3.85 0.000
H -2.37 -3.54 -4.45 0.000
H -1.83 -1.44 -2.65 0.001
C -1.70 1.92 -6.37 0.000
C -0.88 1.81 -5.15 0.000
C -0.16 0.62 -4.92 0.000
C 0.80 0.55 -3.93 0.000
C 0.95 1.63 -3.06 0.000
C 0.28 2.84 -3.30 0.000
C -0.69 2.90 -4.29 0.000
S 2.05 1.65 -1.68 0.000
C 3.53 2.15 -2.67 0.000
O 2.28 0.06 -1.46 -0.002
H -1.38 1.15 -7.12 0.000
H -1.59 2.90 -6.88 0.000
H -2.82 1.82 -6.15 0.000
H -0.40 -0.27 -5.52 0.000
H 1.45 -0.31 -3.82 0.000
H 0.47 3.68 -2.66 0.000
H -1.33 3.77 -4.37 0.000
H 3.58 1.45 -3.53 0.000
H 4.38 2.00 -2.00 0.000
H 3.47 3.20 -3.00 0.000
S -3.05 0.52 -1.88 0.000
C -3.69 1.09 -3.23 0.000
N -4.12 1.52 -4.26 0.000
```

Calculated values
Charge ... -2
Maximum force ... 4.86 eV Å⁻¹
Energy relative to the best compared isomer or geometry (same formula, charge and spin) ... 11.6 kcal/mol
HOMO (spin up / spin down) ... -0.9471 / -0.9483 eV
Gap between HOMO and LUMO (spin up / spin down) ... 0.161 / 0.161 Eh
E_LUMO (spin up / spin down) ... 3.43 / 3.43 eV
Multiplicity ... 3

***

[3]
C28H28N5O8W | wB97M-V/def2-TZVPD

Structure (XYZ):
```
70
Properties=species:S:1:pos:R:3:nbo_charge:R:1
W -0.08 -0.23 -0.42 2.106
C 3.62 -4.32 -2.30 -0.249
O 3.02 -3.26 -1.58 -0.486
C 3.07 -3.17 -0.22 0.274
C 3.74 -4.01 0.75 -0.230
C 3.42 -4.01 2.11 -0.224
C 2.61 -3.03 2.64 -0.164
C 2.02 -2.10 1.74 -0.203
C 1.29 -1.08 2.32 0.167
N 0.44 -0.25 1.74 -0.384
N -0.54 0.36 2.52 -0.367
C -1.33 1.08 1.79 0.562
O -1.28 1.20 0.48 -0.731
C -2.47 1.65 2.47 -0.130
C -2.32 2.06 3.84 -0.158
C -3.34 2.66 4.51 -0.218
C -4.52 2.89 3.85 -0.177
C -4.66 2.53 2.48 -0.212
C -3.65 1.92 1.81 -0.179
C 2.19 -2.21 0.31 0.309
O 1.61 -1.43 -0.58 -0.717
H 2.71 -4.80 -2.74 0.192
H 4.10 -5.06 -1.65 0.184
H 4.27 -3.99 -3.11 0.206
H 4.46 -4.77 0.41 0.230
H 3.75 -4.92 2.68 0.239
H 2.52 -2.79 3.67 0.224
H 1.26 -1.07 3.41 0.212
H -1.38 1.81 4.31 0.231
H -3.22 2.85 5.54 0.223
H -5.40 3.43 4.34 0.229
H -5.52 2.95 1.88 0.224
H -3.81 1.66 0.76 0.226
O -1.51 -1.72 0.45 -0.638
C -1.41 -2.79 -0.31 0.409
C -1.75 -2.80 -1.67 -0.252
C -2.01 -4.03 -2.26 -0.060
C -2.70 -4.03 -3.48 -0.032
C -2.99 -2.84 -4.17 -0.095
C -2.63 -1.63 -3.64 -0.271
C -1.83 -1.59 -2.46 0.463
O -1.17 -0.48 -2.21 -0.706
N -2.94 -5.27 -4.09 0.487
O -2.98 -6.28 -3.34 -0.350
O -3.11 -5.22 -5.38 -0.377
H -1.21 -3.75 0.20 0.194
H -1.64 -4.95 -1.81 0.257
H -3.47 -2.99 -5.15 0.276
H -2.85 -0.70 -4.13 0.247
C 2.95 2.00 1.03 -0.425
N 2.10 3.07 0.43 -0.424
C 2.12 4.40 1.06 -0.216
C 1.93 5.51 0.06 -0.426
C 0.66 5.18 -0.79 -0.209
N 0.75 3.81 -1.35 -0.409
C -0.19 3.40 -2.37 -0.416
C 1.24 2.78 -0.60 0.845
O 0.89 1.58 -0.96 -0.749
H 2.85 0.96 0.62 0.237
H 2.66 1.88 2.08 0.207
H 4.04 2.13 1.00 0.224
H 2.98 4.49 1.73 0.236
H 1.22 4.44 1.74 0.200
H 2.78 5.64 -0.66 0.229
H 1.64 6.47 0.55 0.245
H 0.66 5.80 -1.75 0.228
H -0.31 5.22 -0.21 0.207
H -0.56 4.27 -2.94 0.220
H -1.06 2.91 -1.99 0.206
H 0.28 2.61 -3.00 0.230
```

Calculated values
Charge ... +1
Maximum force ... 4.34 eV Å⁻¹
Energy relative to the best compared isomer or geometry (same formula, charge and spin) ... 23.7 kcal/mol
HOMO (spin up / spin down) ... -10.5337 / -10.7703 eV
Gap between HOMO and LUMO (spin up / spin down) ... 0.229 / 0.240 Eh
E_LUMO (spin up / spin down) ... -4.30 / -4.24 eV
Multiplicity ... 3